23
Properties=species:S:1:pos:R:3:forces:R:3 method="wB97M-V/def2-TZVPD" gap_ha=0.3630 relative_energy_kj_mol=98.3
C 0.253050 1.529551 -1.508251 0.841 1.046 1.431
C -0.500101 2.133070 -0.425164 1.090 0.710 -0.985
C -1.413267 1.228742 -0.106073 -0.571 -0.599 1.149
C 1.544407 1.971657 -2.165295 0.987 0.271 -0.198
C -2.388421 1.118768 1.004875 0.577 0.351 2.130
N -0.156368 0.336754 -1.702069 -0.681 -1.247 -0.636
N 0.170663 -2.661802 2.288283 0.168 -0.523 -0.386
N -0.192772 -2.683047 0.904317 -2.686 0.212 -1.194
O 1.194300 -0.656763 1.038932 0.925 1.545 0.350
O 1.995768 -2.565059 -0.207823 0.930 1.265 2.664
O -1.191124 0.084895 -0.772637 -0.435 0.761 -1.497
S 0.740993 -1.554920 0.004855 -0.528 -2.397 -0.076
H 1.947102 -2.929860 -1.046141 -0.173 -1.212 -2.776
H -0.232754 2.988074 0.149026 -0.180 0.709 -0.093
H 2.168459 1.068540 -2.356923 -0.362 0.563 0.498
H 2.166000 2.722410 -1.543737 -1.275 -1.228 -0.970
H 1.404487 2.352821 -3.194530 -0.205 0.280 0.653
H -2.466938 2.001381 1.705770 0.085 -0.409 -1.422
H -1.884086 0.422118 1.703842 -0.629 -0.299 -0.307
H -3.394176 0.773739 0.764130 0.260 -0.060 -0.222
H 0.705625 -3.552507 2.531790 -0.664 1.915 -0.838
H 0.742151 -1.794835 2.218329 0.320 -0.746 1.780
H -1.212996 -2.333727 0.714493 2.207 -0.910 0.945

12
Properties=species:S:1:pos:R:3:forces:R:3 method="wB97M-V/def2-TZVPD" gap_ha="0.3303 / 0.3302" relative_energy_kj_mol=543.6
C 1.876145 -0.156322 -0.237271 -1.670 -1.787 -0.887
C -1.830795 0.243092 0.294383 -0.476 -0.448 0.171
N -0.386061 0.236317 0.393492 1.136 0.472 -0.351
O 0.258301 1.065045 1.109204 -0.731 0.121 0.548
N 0.294072 -0.488142 -0.429422 1.482 1.753 0.837
O -0.256238 -1.204002 -1.285096 0.486 -0.364 -0.198
H 2.116060 -0.442163 0.783724 0.006 0.200 -0.111
H 2.157123 0.867291 -0.468664 -0.636 0.063 0.166
H 2.309634 -0.834349 -0.963384 0.093 -0.141 -0.002
H -2.186832 -0.781371 0.196074 0.033 0.050 -0.083
H -2.227959 0.691805 1.202168 0.230 0.091 -0.137
H -2.123452 0.802801 -0.595208 0.047 -0.007 0.048